The following is a DFT calculation (ωB97M-V/def2-TZVPD) of 2 unconnected molecules or ions with the total composition C16H14F2N2O8S3 at a distorted geometry.

Last column: Löwdin charge in e.
Geometry (Å):
C1 1.124 2.711 -2.989  0.22
C2 0.994 1.680 -2.375  -0.04
C3 1.271 0.475 -1.589  -0.17
N1 1.770 -0.582 -2.272  0.15
C4 2.073 -1.762 -1.703  0.05
C5 1.866 -1.977 -0.315  -0.03
C6 2.239 -3.335 0.225  -0.14
C7 2.637 -3.610 1.556  -0.01
C8 2.990 -4.922 1.966  -0.05
C9 2.979 -6.021 1.069  -0.05
C10 2.592 -5.737 -0.277  -0.07
C11 2.223 -4.442 -0.696  -0.04
C12 1.324 -0.883 0.446  0.06
C13 1.067 -1.110 1.954  -0.47
O1 1.844 -0.740 2.778  0.19
O2 -0.053 -1.803 2.342  -0.04
C14 -1.226 -0.954 2.439  -0.02
C15 1.036 0.379 -0.192  -0.08
S1 0.392 1.845 0.695  0.67
C16 -1.386 2.029 0.484  -0.11
O3 1.002 3.041 0.156  -0.29
O4 0.718 1.814 2.105  -0.28
H1 1.349 3.543 -3.656  0.08
H2 1.923 -0.456 -3.272  0.19
H3 2.501 -2.541 -2.343  0.14
H4 2.698 -2.809 2.304  0.11
H5 3.290 -5.119 3.007  0.11
H6 3.254 -7.040 1.383  0.11
H7 2.602 -6.560 -1.008  0.11
H8 1.955 -4.334 -1.757  0.10
H9 -1.905 -1.331 3.221  0.11
H10 -0.892 0.088 2.626  0.08
H11 -1.757 -0.949 1.457  0.10
H12 -1.986 1.381 1.154  0.07
H13 -1.628 3.078 0.770  0.10
H14 -1.729 1.893 -0.562  0.07
N2 -3.958 5.849 -1.042  -0.30
S2 -3.838 4.696 -2.110  0.48
O5 -5.034 4.315 -2.790  -0.28
O6 -2.899 3.651 -1.822  -0.32
F1 -3.076 5.501 -3.256  -0.20
S3 -4.758 5.400 0.239  0.47
O7 -5.156 6.498 1.058  -0.29
O8 -4.279 4.239 0.936  -0.31
F2 -6.154 4.911 -0.347  -0.19

Energy = -2723.608281 Eh
Relative energy (zero: lowest compared OMol25 entry of this formula, charge and spin) = 40.3 kcal/mol
Orbital gap = 5.645 eV
HOMO = -8.764 eV

=====

The following is a DFT calculation (ωB97M-V/def2-TZVPD) of C16H14F6N4O4S in the gas phase at a distorted geometry.

Last column: Löwdin charge in e.
Geometry (Å):
C1 -2.855 -4.817 -0.602  -0.08
O1 -2.650 -4.385 0.733  -0.06
C2 -3.017 -3.129 1.009  -0.35
C3 -2.851 -2.659 2.332  0.05
C4 -3.232 -1.371 2.587  0.01
C5 -3.751 -0.631 1.504  -0.37
N1 -4.175 0.674 1.677  -0.04
S1 -3.221 1.780 2.522  0.66
O2 -3.803 3.058 2.267  -0.27
O3 -3.075 1.326 3.869  -0.28
C6 -1.657 1.625 1.669  -0.28
C7 -1.495 2.252 0.450  -0.03
C8 -0.322 2.083 -0.264  0.02
C9 0.684 1.271 0.257  -0.18
N2 1.904 1.042 -0.399  0.16
C10 2.298 1.533 -1.594  -0.39
O4 1.662 2.257 -2.312  0.12
C11 3.740 1.077 -2.031  -0.19
C12 4.057 1.693 -3.400  0.02
C13 3.795 -0.450 -2.160  -0.58
F1 4.950 -0.880 -2.668  0.17
F2 2.824 -0.892 -2.964  0.18
F3 3.633 -1.091 -0.990  0.15
C14 4.778 1.578 -1.020  -0.58
F4 6.030 1.337 -1.409  0.17
F5 4.669 2.897 -0.844  0.18
F6 4.646 1.025 0.198  0.15
C15 0.509 0.645 1.492  0.01
C16 -0.665 0.822 2.198  -0.05
N3 -3.876 -1.141 0.294  0.08
N4 -3.521 -2.375 0.051  0.08
H1 -3.911 -4.749 -0.868  0.09
H2 -2.280 -4.203 -1.297  0.09
H3 -2.518 -5.851 -0.634  0.09
H4 -2.448 -3.315 3.086  0.12
H5 -3.163 -0.916 3.562  0.10
H6 -4.589 1.070 0.845  0.12
H7 -2.285 2.883 0.076  0.12
H8 -0.186 2.571 -1.213  0.11
H9 2.523 0.438 0.126  0.13
H10 5.052 1.402 -3.731  0.10
H11 3.999 2.776 -3.332  0.10
H12 3.321 1.358 -4.127  0.11
H13 1.294 0.022 1.895  0.12
H14 -0.819 0.360 3.160  0.11

Energy = -2135.510359 Eh
Relative energy (zero: lowest compared OMol25 entry of this formula, charge and spin) = 0.0 kcal/mol
Orbital gap = 9.161 eV
HOMO = -9.027 eV

=====

The following is a DFT calculation (ωB97M-V/def2-TZVPD) of a molecular structure, C16H14F6N4PtSSb at a distorted geometry.

Last column: Löwdin charge in e.
Geometry (Å):
Pt1 -0.240 -0.655 0.158  1.24
C1 3.694 -1.482 -1.221  -0.01
C2 4.241 -2.119 -0.120  0.00
C3 3.447 -2.368 0.990  0.04
C4 2.130 -1.952 0.981  -0.18
N1 1.632 -1.264 -0.075  -0.09
C5 2.380 -1.061 -1.165  -0.08
C6 1.121 -2.304 1.987  -0.18
C7 1.338 -3.090 3.098  0.03
C8 0.261 -3.445 3.900  0.01
C9 -1.007 -3.015 3.562  0.01
C10 -1.173 -2.226 2.437  -0.06
N2 -0.127 -1.871 1.684  -0.09
H1 4.273 -1.307 -2.116  0.13
H2 5.271 -2.446 -0.133  0.13
H3 3.843 -2.907 1.837  0.13
H4 1.899 -0.549 -1.986  0.12
H5 2.334 -3.438 3.332  0.13
H6 0.417 -4.064 4.772  0.13
H7 -1.873 -3.285 4.147  0.13
H8 -2.140 -1.865 2.118  0.11
N3 -0.461 6.149 -1.299  0.19
C11 -0.823 5.202 -2.122  -0.64
S1 -1.537 5.558 -3.611  1.08
C12 -0.598 3.775 -1.766  -0.20
C13 0.355 3.405 -0.818  0.03
C14 0.498 2.068 -0.512  -0.09
N4 -0.241 1.103 -1.092  -0.06
C15 -1.126 1.456 -2.028  -0.06
C16 -1.334 2.780 -2.386  0.02
H9 -0.571 7.131 -1.523  0.15
H10 -0.111 5.931 -0.376  0.14
H11 1.010 4.112 -0.329  0.13
H12 1.223 1.750 0.223  0.12
H13 -1.697 0.669 -2.489  0.10
H14 -2.110 2.991 -3.111  0.12
F1 -2.179 -1.158 -2.043  -0.37
Sb1 -3.569 -1.129 -0.767  1.43
F2 -2.762 -2.631 0.021  -0.34
F3 -2.205 -0.105 0.422  -0.47
F4 -4.731 -0.945 0.672  -0.31
F5 -3.996 0.606 -1.373  -0.33
F6 -4.755 -2.004 -1.882  -0.30

Energy = -2193.659828 Eh
Net charge = +2
Relative energy (zero: lowest compared OMol25 entry of this formula, charge and spin) = 0.0 kcal/mol
Spin multiplicity = 2
Orbital gap (alpha / beta) = 7.267 / 5.156 eV
HOMO (alpha / beta) = -15.239 / -15.239 eV

=====

The following is a DFT calculation (ωB97M-V/def2-TZVPD) of C16H14FN3O3 in the gas phase at a distorted geometry.

Last column: Löwdin charge in e.
Geometry (Å):
O1 -5.164 2.495 1.218  0.08
C1 -4.253 1.698 1.203  -0.43
N1 -3.171 1.981 0.436  0.22
C2 -2.039 1.227 0.453  -0.34
O2 -1.022 1.541 -0.416  0.01
C3 0.131 0.674 -0.423  -0.18
C4 -0.061 -0.580 -1.240  -0.15
C5 1.276 -1.319 -1.456  -0.16
O3 2.003 -0.548 -2.435  -0.05
C6 3.338 -0.375 -2.162  -0.20
C7 3.851 0.885 -2.510  -0.01
C8 5.188 1.208 -2.367  -0.09
C9 6.095 0.268 -1.850  -0.08
C10 5.609 -1.002 -1.532  -0.02
C11 4.256 -1.334 -1.665  -0.19
F1 3.946 -2.603 -1.298  0.06
N2 -1.948 0.253 1.299  0.19
C12 -3.029 -0.140 2.099  -0.26
N3 -2.792 -1.145 2.968  0.13
C13 -3.802 -1.538 3.756  -0.11
C14 -5.080 -0.974 3.680  -0.06
C15 -5.335 0.099 2.835  0.03
C16 -4.257 0.499 2.017  -0.08
H1 -3.202 2.838 -0.118  0.18
H2 0.953 1.248 -0.895  0.13
H3 0.438 0.425 0.603  0.13
H4 -0.540 -0.349 -2.211  0.13
H5 -0.771 -1.234 -0.724  0.11
H6 1.071 -2.321 -1.839  0.13
H7 1.796 -1.340 -0.525  0.12
H8 3.264 1.673 -2.924  0.11
H9 5.543 2.172 -2.690  0.10
H10 7.160 0.512 -1.734  0.11
H11 6.268 -1.746 -1.122  0.11
H12 -3.594 -2.371 4.401  0.10
H13 -5.823 -1.360 4.342  0.09
H14 -6.302 0.582 2.824  0.12

Energy = -1107.970119 Eh
Orbital gap = 9.074 eV
HOMO = -8.949 eV

=====

The following is a DFT calculation (ωB97M-V/def2-TZVPD) of a molecular structure, C16H14IrN3O3S.

Last column: Löwdin charge in e.
Geometry (Å):
Ir1 0.585 0.581 1.099  1.68
C1 4.744 1.061 -0.109  0.00
C2 4.764 0.523 -1.383  0.02
C3 3.568 0.118 -1.970  0.04
C4 2.393 0.249 -1.264  -0.18
N1 2.383 0.764 -0.006  -0.09
C5 3.535 1.166 0.552  -0.08
C6 1.053 -0.067 -1.813  -0.18
C7 0.774 -0.570 -3.082  0.06
C8 -0.556 -0.721 -3.459  0.03
C9 -1.575 -0.343 -2.598  0.06
C10 -1.228 0.151 -1.338  -0.17
N2 0.056 0.235 -0.994  0.00
C11 -2.155 0.673 -0.331  -0.20
C12 -3.534 0.588 -0.440  0.04
C13 -4.324 1.148 0.558  0.02
C14 -3.709 1.779 1.621  0.01
C15 -2.316 1.814 1.678  -0.09
N3 -1.563 1.282 0.730  -0.02
H1 5.650 1.399 0.373  0.13
H2 5.696 0.427 -1.923  0.14
H3 3.560 -0.288 -2.971  0.13
H4 3.469 1.577 1.550  0.13
H5 1.565 -0.834 -3.769  0.13
H6 -0.793 -1.114 -4.438  0.14
H7 -2.608 -0.419 -2.902  0.13
H8 -3.987 0.087 -1.283  0.13
H9 -5.402 1.088 0.501  0.14
H10 -4.286 2.236 2.414  0.13
H11 -1.801 2.275 2.511  0.13
C16 -0.365 -2.759 3.464  -0.09
S1 -0.673 -1.573 2.217  0.49
O1 0.420 -1.654 1.185  -0.40
O2 -1.993 -1.715 1.697  -0.24
O3 -0.395 -0.202 2.822  -0.46
H12 -0.494 -3.741 3.013  0.10
H13 -1.102 -2.599 4.249  0.10
H14 0.645 -2.623 3.841  0.09

Energy = -1509.977217 Eh
Net charge = +2
Relative energy (zero: lowest compared OMol25 entry of this formula, charge and spin) = 0.0 kcal/mol
Spin multiplicity = 5
Orbital gap (alpha / beta) = 8.397 / 5.781 eV
HOMO (alpha / beta) = -15.614 / -15.601 eV

=====

The following is a DFT calculation (ωB97M-V/def2-TZVPD) of C16H14N2O5 in the gas phase at a distorted geometry.

Last column: Löwdin charge in e.
Geometry (Å):
C1 -3.355 -3.006 1.646  -0.06
C2 -2.475 -1.817 1.294  -0.23
O1 -3.214 -1.011 0.384  -0.02
C3 -2.748 0.163 -0.085  -0.19
C4 -3.638 0.863 -0.900  0.01
C5 -3.314 2.085 -1.465  -0.07
C6 -2.082 2.651 -1.231  -0.03
C7 -1.159 1.981 -0.423  -0.14
C8 0.140 2.511 -0.145  0.09
C9 1.032 1.829 0.605  -0.05
C10 2.358 2.424 0.955  -0.42
O2 2.450 3.554 1.383  0.10
N1 3.457 1.640 0.784  0.18
C11 3.581 0.410 0.181  -0.32
C12 2.745 -0.232 -0.774  0.05
C13 3.403 -1.397 -1.044  -0.31
C14 3.079 -2.542 -1.930  0.00
O3 4.538 -1.440 -0.333  0.01
N2 4.647 -0.319 0.417  0.11
C15 0.662 0.553 1.222  -0.41
O4 1.354 -0.106 1.956  0.15
O5 -0.585 0.085 0.938  0.11
C16 -1.485 0.738 0.150  -0.09
H1 -2.830 -3.656 2.340  0.08
H2 -3.603 -3.566 0.749  0.08
H3 -4.278 -2.664 2.107  0.08
H4 -1.543 -2.158 0.830  0.13
H5 -2.230 -1.245 2.195  0.13
H6 -4.602 0.412 -1.074  0.12
H7 -4.037 2.590 -2.087  0.11
H8 -1.811 3.604 -1.658  0.11
H9 0.409 3.472 -0.562  0.14
H10 4.310 1.981 1.214  0.17
H11 1.829 0.115 -1.202  0.12
H12 2.676 -3.364 -1.340  0.09
H13 2.342 -2.245 -2.670  0.09
H14 3.981 -2.892 -2.425  0.09

Energy = -1103.793682 Eh
Relative energy (zero: lowest compared OMol25 entry of this formula, charge and spin) = 59.6 kcal/mol
Orbital gap = 8.335 eV
HOMO = -8.925 eV

=====

Question: Number 6 is which compound?
Answer: C16H14N2O5